The following is a quantum chemistry calculation of CH29CuO17 as an isolated structure, from the OMol25 dataset.

The geometry in XYZ format:
```
48
Properties=species:S:1:pos:R:3:nbo_charge:R:1
Cu 0.119 -2.745 -1.251 1.64
C 0.286 0.236 -0.456 1.03
O -0.216 -0.873 -0.724 -0.83
O 1.109 0.325 0.614 -0.74
O 0.176 1.236 -1.188 -0.76
H 1.208 -0.488 1.198 0.54
O -3.167 -1.146 1.341 -0.97
H -2.733 -1.012 0.472 0.48
H -3.202 -0.310 1.763 0.50
O 0.258 3.043 0.683 -1.00
H 0.462 2.312 0.039 0.48
H 0.591 3.845 0.257 0.49
O 2.940 1.886 2.091 -0.95
H 2.319 1.126 1.889 0.47
H 3.576 1.847 1.396 0.47
O -3.077 -0.710 -1.560 -0.98
H -3.834 -0.758 -2.132 0.48
H -2.890 0.248 -1.574 0.50
O -0.303 0.276 -3.676 -0.98
H -0.290 0.434 -2.728 0.49
H -1.105 0.656 -4.052 0.48
O -0.593 -1.328 2.542 -1.02
H -1.453 -1.227 2.125 0.51
H -0.203 -0.445 2.513 0.48
O 2.538 2.018 -2.196 -0.97
H 1.648 1.802 -1.793 0.47
H 2.274 2.074 -3.141 0.47
O -0.932 -2.476 -3.089 -1.00
H -0.927 -3.056 -3.807 0.51
H -1.344 -1.617 -3.377 0.56
O -2.468 1.984 -1.096 -0.98
H -2.284 2.774 -0.591 0.50
H -1.580 1.614 -1.185 0.47
O -2.068 1.296 2.056 -0.96
H -1.279 1.248 2.569 0.49
H -1.841 1.522 1.187 0.46
O 0.336 1.463 3.082 -1.01
H 0.478 2.108 2.355 0.52
H 1.120 1.558 3.625 0.51
O 2.074 -1.413 2.760 -0.98
H 2.789 -1.925 3.163 0.51
H 1.228 -1.827 2.927 0.51
O 0.959 -2.953 0.689 -1.02
H 0.380 -3.523 1.246 0.52
H 1.668 -2.617 1.301 0.54
O 1.994 -2.191 -2.071 -1.01
H 2.644 -1.423 -1.885 0.55
H 2.591 -2.887 -2.288 0.50
```

Computed properties:
**E_tot**: -2974.8049 Ha
**Multiplicity**: 2
**Lowest unoccupied orbital energy (alpha / beta)**: -0.191 / -0.297 hartree
**Frontier orbital gap (alpha / beta)**: 0.29952 / 0.19347 Eh
**Charge**: +1
**Energy above the lowest of the compared OMol25 structures with the same formula, charge and spin**: 0.0 kJ/mol
**Molecular weight**: 376.8 g mol⁻¹